Entry 1:
The following is a quantum chemistry calculation of an isolated molecule of C5H10O2, from the Open Molecules 2025 dataset.

Results
E_HOMO = -0.3559 Ha
SMILES = CO[C@H]1CO[C@H]1C
Net charge = 0
HOMO-LUMO gap = 10.71 eV
E = -9440.5159 eV
Energy above the lowest of the compared OMol25 structures with the same formula, charge and spin = 2.527 eV
Lowest unoccupied orbital energy = 1.03 eV

Cartesian coordinates (Å):
1 C -1.18892 -2.00650 -0.33083
2 O -0.62496 -0.93170 0.38203
3 C 0.39030 -0.30747 -0.35352
4 C -0.08045 0.70861 -1.41081
5 O 0.52560 1.78964 -0.69267
6 C 1.00781 0.91333 0.34464
7 C 0.49578 1.28847 1.71627
8 H -1.20763 -1.80395 -1.41341
9 H -0.62470 -2.93413 -0.15134
10 H -2.21655 -2.13217 0.01501
11 H 1.11974 -1.04500 -0.71994
12 H -1.17696 0.81578 -1.48559
13 H 0.34820 0.59602 -2.41498
14 H 2.10553 0.89298 0.33529
15 H 0.92911 0.62875 2.47518
16 H 0.79106 2.31944 1.93892
17 H -0.59295 1.20791 1.76575


Entry 2:
The following is a quantum chemistry calculation of a cluster of 2 separate species, C3H12N2S in total, from the Open Molecules 2025 dataset.

Results
E_HOMO = -0.3317 Ha
SMILES = CCS.NCN
Net charge = 0
HOMO-LUMO gap = 9.68 eV
E = -17119.5812 eV
Energy above the lowest of the compared OMol25 structures with the same formula, charge and spin = 1.265 eV
Lowest unoccupied orbital energy = 0.66 eV

Cartesian coordinates (Å):
1 C -1.33664 1.80223 -2.20035
2 C -0.92916 3.21468 -1.72175
3 S -0.35043 3.23869 0.02153
4 H -2.06523 1.26787 -1.55743
5 H -0.57171 1.12910 -2.43211
6 H -1.78079 1.91716 -3.24690
7 H -0.01612 3.56809 -2.28803
8 H -1.69047 4.02549 -2.02899
9 H 0.29827 2.06567 0.48224
10 N 0.28364 -1.51507 1.62470
11 C 1.23170 -2.49335 1.19894
12 N 1.42818 -3.62676 2.17088
13 H -0.13097 -0.83399 0.94227
14 H 0.52899 -1.14711 2.53032
15 H 0.80713 -2.93980 0.31237
16 H 2.22130 -2.03782 1.00689
17 H 1.42527 -3.32091 3.13196
18 H 0.64705 -4.31418 2.05347


Entry 3:
The following is a quantum chemistry calculation of a cluster of 2 separate species, C6H11F4N in total, from the Open Molecules 2025 dataset.

Results
E_HOMO = -0.2605 Ha
Net charge = 0
HOMO-LUMO gap = 7.79 eV
E = -18756.7180 eV
Energy above the lowest of the compared OMol25 structures with the same formula, charge and spin = 1.606 eV
Lowest unoccupied orbital energy = 0.70 eV

Cartesian coordinates (Å):
1 C 0.42586 -1.31408 -1.32703
2 C -1.29733 -0.98839 0.64201
3 C -0.72158 1.55790 0.71873
4 C 0.21472 -0.01597 -0.76948
5 C 3.61963 0.31221 -0.00886
6 C 2.31673 -0.04913 0.59540
7 N -0.69370 0.18314 0.14108
8 F 3.54412 -0.18696 -1.30036
9 F 3.52126 1.71342 -0.22835
10 F 2.27968 -1.31259 1.11761
11 F 1.98772 0.77246 1.71675
12 H 1.03200 -1.18608 -2.19328
13 H 0.97131 -1.95574 -0.69557
14 H -0.50367 -1.71970 -1.63952
15 H -1.20118 -1.81619 -0.11126
16 H -0.74657 -1.35858 1.47516
17 H -2.37128 -0.77317 0.91609
18 H -1.49503 1.65343 1.46777
19 H 0.19450 1.72839 1.35494
20 H -0.93642 2.29346 -0.05956
21 H 0.69295 0.85804 -1.26151
22 H 4.65408 0.13684 0.56343


Entry 4:
The following is a quantum chemistry calculation of a structure of composition C24H29Br57Cl2OP, from the Open Molecules 2025 dataset.

Results
E_HOMO = -0.4107 Ha
Net charge = +1
HOMO-LUMO gap = 6.62 eV
E = -4054145.9198 eV
Energy above the lowest of the compared OMol25 structures with the same formula, charge and spin = 3.120 eV
Lowest unoccupied orbital energy = -4.56 eV

Cartesian coordinates (Å):
1 O -1.17919 2.33412 1.07556
2 C -1.57900 2.95464 0.02841
3 C -1.79791 4.53608 -0.05970
4 P -2.85943 5.10083 1.39148
5 Cl -2.52039 7.14718 1.76714
6 C -4.70052 4.75809 1.21452
7 C -5.20182 4.51484 -0.29480
8 C -6.04640 3.12168 -0.29043
9 Cl -6.96194 2.85330 -1.86636
10 H -1.76951 2.29154 -0.89581
11 H -2.27061 4.78788 -1.07608
12 H -0.80109 5.11933 0.00482
13 H -2.41352 4.39746 2.56749
14 H -4.97188 3.83469 1.85314
15 H -5.29401 5.63242 1.65609
16 H -4.37399 4.49102 -1.08710
17 H -5.97586 5.32149 -0.58755
18 H -6.86224 3.27491 0.51330
19 H -5.31916 2.28283 -0.03172
20 C -5.43258 0.71382 3.23309
21 Br -6.12623 2.25070 4.19358
22 Br -6.69740 0.05186 1.91945
23 Br -3.69398 1.07553 2.44420
24 H -5.28725 -0.08062 3.96538
25 C 0.19251 -0.95750 -0.56309
26 Br -0.53472 0.55059 0.44672
27 Br -1.08941 -1.64667 -1.84374
28 Br 1.88223 -0.50143 -1.39660
29 H 0.39262 -1.75980 0.14858
30 C -3.62707 -4.46833 -1.09090
31 Br -4.82322 -2.94034 -1.09891
32 Br -2.52062 -4.50939 0.50013
33 Br -4.58508 -6.13623 -1.34458
34 H -2.95725 -4.35317 -1.94204
35 C 2.47604 4.33796 -0.36686
36 Br 1.70772 5.81262 0.63544
37 Br 1.22226 3.61802 -1.66392
38 Br 4.15970 4.82701 -1.19130
39 H 2.68747 3.53755 0.34866
40 C 8.01026 5.83846 -0.63747
41 Br 9.13713 4.73243 -1.76238
42 Br 8.73739 6.02619 1.15059
43 Br 7.64660 7.56120 -1.45244
44 H 7.05505 5.32417 -0.53935
45 C -1.55734 -8.27392 2.32416
46 Br -0.51113 -6.74556 2.89592
47 Br -3.45967 -7.94835 2.51634
48 Br -1.09778 -8.83130 0.52488
49 H -1.30578 -9.09981 2.98777
50 C 4.88501 2.39545 2.46407
51 Br 4.12475 3.87077 3.46829
52 Br 3.63086 1.68637 1.16375
53 Br 6.57434 2.87534 1.64403
54 H 5.09082 1.59762 3.17617
55 C 0.88991 -3.08666 5.07170
56 Br 0.80475 -1.92874 3.51573
57 Br -0.75804 -4.07731 5.32251
58 Br 2.43343 -4.25862 5.01503
59 H 1.01032 -2.44246 5.94126
60 C 5.67199 -5.62843 2.10085
61 Br 3.94472 -5.37076 1.25625
62 Br 6.69609 -3.98241 2.16583
63 Br 5.50207 -6.44096 3.85410
64 H 6.22993 -6.32659 1.47891
65 C 11.55802 2.82529 -4.48136
66 Br 9.83787 3.02607 -5.35542
67 Br 12.51990 4.50531 -4.39224
68 Br 11.38563 2.00474 -2.73296
69 H 12.15016 2.14840 -5.09516
70 C -4.44273 -2.92412 6.99677
71 Br -3.55507 -1.71649 5.76364
72 Br -6.30854 -2.45473 7.20922
73 Br -4.21026 -4.78158 6.48672
74 H -3.96443 -2.79667 7.96669
75 C 7.59115 4.18354 -8.43449
76 Br 8.57203 5.75012 -7.84708
77 Br 5.67400 4.42742 -8.26459
78 Br 8.09383 3.64982 -10.22980
79 H 7.86816 3.36635 -7.77014
80 C -5.49390 5.91163 -4.63903
81 Br -5.22587 4.14933 -5.40027
82 Br -7.36639 6.27483 -4.29348
83 Br -4.40097 6.17788 -3.05746
84 H -5.16055 6.63534 -5.38128
85 C 0.16742 -8.85133 -3.75354
86 Br -1.49999 -7.99975 -3.24710
87 Br 0.70877 -8.36507 -5.55120
88 Br 1.57181 -8.51027 -2.45932
89 H -0.01107 -9.92565 -3.75398
90 C 11.51958 8.50093 -0.65171
91 Br 12.66682 7.43140 -1.79296
92 Br 12.24105 8.66957 1.14063
93 Br 11.13060 10.23054 -1.43848
94 H 10.57213 7.97008 -0.56515
95 C -7.41902 -6.93885 1.65683
96 Br -8.76178 -5.82192 0.81343
97 Br -6.43460 -5.97499 3.02206
98 Br -8.17788 -8.58604 2.34370
99 H -6.70313 -7.21541 0.88384
100 C 0.58646 3.41306 -5.30620
101 Br 1.54885 4.64669 -6.45147
102 Br -1.29190 3.88152 -5.15997
103 Br 0.82762 1.57185 -5.86408
104 H 1.01600 3.50274 -4.30965
105 C -0.61977 -13.11588 0.58208
106 Br 0.26748 -11.90463 -0.64609
107 Br -2.48884 -12.65631 0.82294
108 Br -0.39440 -14.96871 0.05561
109 H -0.13557 -12.99854 1.55021
110 C -9.97979 -0.33061 4.73228
111 Br -9.07314 0.75820 6.05745
112 Br -8.93974 -1.89759 4.26318
113 Br -11.77961 -0.79201 5.28655
114 H -10.06936 0.27194 3.82963


Entry 5:
The following is a quantum chemistry calculation of an isolated molecule of C20H20N2O5S2, from the Open Molecules 2025 dataset.

Results
E_HOMO = -0.3125 Ha
SMILES = COc1ccc(S(=O)(=O)Nc2ccccc2OC)cc1NC(=O)Cc1cccs1
Net charge = 0
HOMO-LUMO gap = 8.76 eV
E = -55952.3475 eV
Energy above the lowest of the compared OMol25 structures with the same formula, charge and spin = 0.054 eV
Lowest unoccupied orbital energy = 0.26 eV

Cartesian coordinates (Å):
1 C 0.54492 4.39103 -0.98577
2 O -0.14696 3.17101 -0.84075
3 C 0.50224 2.01066 -1.16342
4 C 1.82026 1.93141 -1.58436
5 C 2.38041 0.69639 -1.87747
6 C 1.61442 -0.44093 -1.76122
7 S 2.39014 -2.03757 -2.00742
8 O 1.48506 -2.95891 -2.62061
9 O 3.67739 -1.83781 -2.59954
10 N 2.60255 -2.55310 -0.41845
11 C 3.15183 -1.57894 0.43071
12 C 4.46054 -1.16377 0.26451
13 C 4.98666 -0.18071 1.08821
14 C 4.20480 0.38017 2.07923
15 C 2.88761 -0.02140 2.25170
16 C 2.34769 -0.99220 1.42435
17 O 1.05888 -1.44510 1.46303
18 C 0.15577 -0.84903 2.35924
19 C 0.29748 -0.39251 -1.34290
20 C -0.27093 0.83410 -1.03868
21 N -1.59311 0.99449 -0.61819
22 C -2.44437 0.04427 -0.13760
23 O -2.16512 -1.12166 -0.00269
24 C -3.80321 0.63267 0.26204
25 C -4.87743 -0.39307 0.14144
26 C -5.12204 -1.45702 0.95081
27 C -6.19342 -2.25989 0.49725
28 C -6.74416 -1.79649 -0.65118
29 S -5.96304 -0.37087 -1.20979
30 H -0.16544 5.16522 -0.70001
31 H 0.85935 4.55055 -2.02079
32 H 1.41588 4.43681 -0.32595
33 H 2.42347 2.81917 -1.67979
34 H 3.40421 0.60699 -2.20034
35 H 1.72436 -2.91232 -0.06680
36 H 5.04192 -1.61010 -0.52522
37 H 6.00798 0.14057 0.95553
38 H 4.61211 1.14056 2.72861
39 H 2.29084 0.43530 3.02583
40 H 0.42217 -1.06025 3.39992
41 H 0.10215 0.23458 2.20863
42 H -0.81072 -1.29356 2.12717
43 H -0.27677 -1.29944 -1.25695
44 H -1.88978 1.96129 -0.60148
45 H -4.03775 1.49845 -0.35808
46 H -3.71679 0.95774 1.30390
47 H -4.55414 -1.66487 1.83929
48 H -6.53526 -3.14234 1.00748
49 H -7.56262 -2.19959 -1.21342


> net charge of number 4 (C24H29Br57Cl2OP)?

+1